1.
Formula: C5H10O2
Source: OMol25
Level of theory: wB97M-V/def2-TZVPD

Each line ends with the Mulliken charge.
Cartesian coordinates (Å):
1 C -2.36152 -0.03457 -0.72200  -1.08
2 C -1.21856 0.87410 -0.30639  -0.27
3 O -0.34624 0.24127 0.61959  -0.38
4 C 0.98919 0.09630 0.19577  0.50
5 C 1.89077 0.05598 1.42306  -1.44
6 C 1.17027 -1.18141 -0.61314  -0.04
7 O 2.11689 -1.38063 -1.33439  -0.47
8 H -2.99033 0.46668 -1.46100  0.37
9 H -1.99619 -0.95933 -1.17545  0.28
10 H -2.98357 -0.30147 0.13410  0.27
11 H -0.65853 1.19409 -1.19392  0.32
12 H -1.61301 1.77916 0.17194  0.29
13 H 1.29783 0.93472 -0.44665  0.22
14 H 2.93546 -0.03613 1.11353  0.40
15 H 1.76123 0.98124 1.98978  0.35
16 H 1.63475 -0.78813 2.07119  0.32
17 H 0.37157 -1.94189 -0.46602  0.34

## Properties
gap between HOMO and LUMO	10.541	eV
M	102.1	g/mol
SMILES string	CCO[C@@H](C)C=O
max |F|	0.507	eV/A
HOMO level	-9.57	eV
energy relative to the best compared isomer or geometry (same formula, charge and spin)	39.9	kcal/mol

***

2.
Formula: C32H44MoN4P2Si
Source: OMol25
Level of theory: wB97M-V/def2-TZVPD

Each line ends with the Mulliken charge.
Cartesian coordinates (Å):
1 Mo -0.68452 1.79455 -3.95427  0.14
2 C -1.95526 1.76655 -6.25353  -0.89
3 C -1.94752 0.41952 -6.06192  0.05
4 C -0.90622 -0.51819 -6.59429  -0.52
5 C 0.49360 0.11657 -6.60698  -2.06
6 C 0.70837 0.91558 -5.32236  0.81
7 C 0.67410 2.41024 -5.32266  -0.29
8 C 0.14798 3.14601 -6.53414  -0.96
9 C -1.07040 2.48766 -7.22920  -1.35
10 C 0.27229 2.43270 -1.79782  -1.31
11 H -2.87483 2.31001 -6.00546  0.61
12 H -2.87870 -0.09345 -5.77732  1.08
13 H -1.15875 -0.88362 -7.60671  0.39
14 H -0.88119 -1.41951 -5.95498  0.39
15 H 1.22940 -0.70918 -6.64750  0.38
16 H 0.69111 0.68314 -7.53862  0.45
17 H 1.65145 0.56007 -4.86087  0.58
18 H 1.62156 2.78226 -4.91720  0.29
19 H 0.95749 3.22886 -7.27039  0.37
20 H -0.11918 4.17540 -6.27423  0.47
21 H -1.66525 3.30769 -7.65630  0.42
22 H -0.76360 1.87570 -8.09689  0.35
23 H -0.14899 3.18755 -1.06828  0.30
24 H 1.35684 2.62657 -1.78271  0.47
25 H 0.22292 1.43810 -1.28702  0.76
26 P 1.68621 -0.41005 -2.18459  0.08
27 P -1.35978 -1.15606 -1.34031  0.39
28 N 3.19742 0.47694 -3.16586  0.61
29 N 2.67691 -1.50729 -1.42265  1.01
30 N -1.74976 0.39440 -2.09797  0.74
31 N -2.77575 -1.93842 -0.76672  0.56
32 C 0.67441 -1.53002 -3.30359  0.68
33 C -0.64200 -2.05663 -2.69851  -0.69
34 C 3.31718 1.86213 -3.27648  -0.71
35 C 4.47397 2.20146 -3.97003  -0.59
36 C 5.10686 0.97087 -4.33756  -0.80
37 C 4.30854 -0.06246 -3.82999  -0.58
38 C 3.59583 -1.04124 -0.45351  -0.63
39 C 4.28526 -2.13385 0.02202  -0.65
40 C 3.77660 -3.31056 -0.64049  -0.82
41 C 2.77506 -2.90462 -1.51010  -0.46
42 C -1.75895 1.60864 -1.40306  -0.96
43 C -2.42534 2.55760 -2.16775  -0.47
44 C -2.83642 1.95911 -3.41058  -0.65
45 C -2.39107 0.59486 -3.32489  -1.13
46 C -3.79113 -2.50202 -1.55391  -0.26
47 C -4.78113 -3.00616 -0.72030  -0.65
48 C -4.35938 -2.75778 0.64196  -0.81
49 C -3.13105 -2.10187 0.58694  0.03
50 H 1.28948 -2.38569 -3.61322  1.38
51 H 0.39434 -0.97444 -4.21701  -2.29
52 H -1.42869 -2.08582 -3.46565  0.58
53 H -0.56199 -3.10187 -2.35972  0.45
54 H 2.59409 2.51664 -2.84008  0.31
55 H 4.82590 3.19678 -4.18816  0.52
56 H 6.03797 0.86844 -4.88314  0.46
57 H 4.46476 -1.13640 -3.85653  0.47
58 H 3.61340 0.01296 -0.19861  0.45
59 H 5.06727 -2.10262 0.76573  0.51
60 H 4.11851 -4.31717 -0.48928  0.51
61 H 2.11151 -3.46656 -2.15023  0.45
62 H -1.60814 1.61539 -0.32746  0.85
63 H -2.70101 3.54605 -1.80955  0.55
64 H -3.53956 2.39628 -4.10570  0.68
65 H -2.56139 -0.26144 -3.97002  0.81
66 H -3.66242 -2.48115 -2.62983  0.36
67 H -5.69690 -3.50768 -1.02332  0.47
68 H -4.86615 -3.03785 1.56295  0.47
69 H -2.47842 -1.74138 1.37623  -0.11
70 C -1.96743 0.52631 3.47709  -1.00
71 Si -0.33843 -0.36047 3.05748  0.03
72 C 1.12592 0.59026 3.76067  -0.99
73 C -0.43649 -2.16493 3.61980  -1.03
74 C -0.24576 -0.56456 1.22297  0.11
75 C -0.44126 -0.71557 0.00646  -0.32
76 H -2.17633 0.44434 4.55863  0.40
77 H -2.81326 0.07289 2.92504  0.32
78 H -1.94542 1.60072 3.21155  0.33
79 H 1.11636 0.58519 4.86700  0.36
80 H 2.08627 0.13774 3.43132  0.34
81 H 1.14120 1.65526 3.44156  0.34
82 H -1.26744 -2.66450 3.09983  0.32
83 H 0.48633 -2.68039 3.31662  0.34
84 H -0.57440 -2.26087 4.70100  0.41

## Properties
gap between HOMO and LUMO (spin up / spin down)	5.851 / 5.024	eV
M	670.7	g/mol
max |F|	4.037	eV/A
HOMO level (spin up / spin down)	-12.44 / -12.44	eV
2S+1	3
<S²>	2.0369
energy relative to the best compared isomer or geometry (same formula, charge and spin)	0.0	kcal/mol
charge	+2